No. 1
Here is a molecular structure, C26H35Cl2IN6PSn from OMol25. Energies are from the ωB97M-V functional and the def2-TZVPD basis.

ΔE to the lowest compared entry with this formula, charge and spin, kcal per mole: 0.0
2S+1: 1
Charge: +1

```
72
Properties=species:S:1:pos:R:3:forces:R:3
Sn 0.6450 -0.2433 -0.1343 -0.044 0.134 -0.760
C 0.8652 2.3243 -2.4909 -0.208 0.203 0.156
C -0.0940 2.8468 -1.3971 0.107 -0.154 -0.037
N -1.1032 1.8722 -1.0187 -0.147 0.229 0.020
C -2.0576 1.4730 -2.0402 0.137 -0.252 0.103
C -2.3479 -0.0201 -1.8973 -0.041 0.281 -0.037
N -1.1294 -0.8429 -1.9128 -0.056 -0.107 0.129
C -0.4794 -1.0130 -3.2149 0.275 0.068 -0.052
C 0.4412 0.1548 -3.6215 -0.221 -0.150 0.002
N 1.0769 0.8625 -2.4938 0.143 -0.023 -0.007
H 0.4919 2.6442 -3.4669 0.096 -0.064 -0.036
H 1.8218 2.8260 -2.3396 0.005 -0.015 -0.050
H 0.4778 3.0678 -0.4942 0.008 0.001 0.014
H -0.5239 3.7918 -1.7558 0.063 0.018 0.023
H -1.5871 2.1982 -0.1909 0.062 -0.086 0.054
H -2.9989 2.0278 -1.9717 -0.010 -0.031 -0.116
H -1.6345 1.6721 -3.0235 -0.070 0.090 -0.037
H -2.8235 -0.1841 -0.9268 -0.047 -0.038 -0.051
H -3.0504 -0.3258 -2.6827 0.025 -0.092 0.037
H -1.4097 -1.7656 -1.5982 0.082 -0.013 0.035
H 0.1209 -1.9195 -3.1413 -0.038 -0.007 -0.026
H -1.2112 -1.1625 -4.0183 -0.004 -0.042 0.046
H 1.2038 -0.2521 -4.2885 -0.014 0.031 -0.017
H -0.1321 0.8675 -4.2145 0.074 0.051 0.017
H 2.0733 0.6923 -2.5340 0.017 0.004 0.011
N -2.5957 -0.1299 2.5796 -0.104 0.137 -0.289
P -1.8438 -1.3105 1.5754 -0.202 -0.565 0.538
C -3.2673 -2.4638 1.4510 0.003 0.186 -0.254
C -4.2025 -2.6385 2.4699 -0.016 -0.027 -0.035
C -5.2413 -3.5414 2.3119 -0.053 0.014 0.056
C -5.3526 -4.2891 1.1478 0.058 -0.021 -0.021
C -4.4090 -4.1441 0.1435 -0.008 -0.069 -0.065
C -3.3757 -3.2324 0.2953 0.005 0.135 0.088
C -0.8808 -2.3045 2.7685 0.157 0.026 -0.117
C -0.1180 -3.3324 2.2151 -0.165 0.094 0.112
C 0.6342 -4.1591 3.0304 0.072 -0.041 -0.066
C 0.6351 -3.9562 4.4035 -0.013 0.000 0.030
C -0.1266 -2.9353 4.9566 0.031 -0.021 0.045
C -0.8815 -2.1041 4.1409 0.002 0.051 -0.017
C -1.9392 1.0524 2.8640 0.103 0.217 0.103
C -2.5757 2.1265 3.4988 -0.084 0.020 0.009
C -1.8281 3.2485 3.7881 0.045 -0.127 -0.076
C -0.4735 3.2701 3.4606 0.031 0.114 -0.008
C 0.0582 2.1654 2.8292 0.010 -0.008 -0.011
N -0.6576 1.0833 2.5235 -0.024 -0.195 0.085
H -3.6024 -0.1061 2.6147 -0.017 -0.062 0.056
H -4.1153 -2.0891 3.3995 0.018 -0.009 0.009
H -5.9668 -3.6681 3.1045 0.000 0.000 0.013
H -6.1657 -4.9921 1.0295 -0.012 -0.006 0.005
H -4.4778 -4.7360 -0.7593 -0.014 -0.010 -0.006
H -2.6326 -3.1200 -0.4866 -0.049 -0.042 -0.058
H -0.1319 -3.4844 1.1391 0.123 -0.045 -0.001
H 1.2311 -4.9483 2.5941 0.006 -0.023 -0.003
H 1.2266 -4.5979 5.0436 -0.014 -0.013 0.005
H -0.1403 -2.7942 6.0302 0.023 0.032 -0.007
H -1.4578 -1.2948 4.5724 -0.033 -0.020 -0.007
H -3.6227 2.0643 3.7654 -0.015 0.011 -0.020
H -2.2880 4.1031 4.2659 -0.020 -0.025 0.042
H 0.1441 4.1252 3.6938 0.020 -0.001 -0.023
H 1.1056 2.1211 2.5482 0.019 0.073 -0.021
I 3.3941 -2.9451 0.1326 -0.241 0.089 -0.251
C 1.8377 -2.0538 -1.0997 -0.105 0.050 0.397
H 2.3856 -1.7608 -1.9972 -0.066 0.095 0.002
H 1.2248 -2.9143 -1.3738 -0.056 0.039 0.034
Cl 3.7212 0.7668 0.1916 0.336 -0.011 -0.059
C 4.4201 2.3546 0.5543 -0.066 0.102 -0.062
Cl 3.2033 3.6390 0.5056 -0.015 0.020 0.019
H 5.1730 2.5739 -0.1934 -0.004 -0.030 0.023
H 4.8438 2.3214 1.5511 -0.023 -0.032 -0.022
N 2.3728 -0.9313 3.3478 -0.103 0.003 -0.021
C 1.8337 -0.8810 2.3221 0.260 -0.134 0.405
H 2.7996 -1.0774 4.2380 0.006 -0.003 0.022
```
Positions in Å, forces in eV/Å.

Charges obtained by Mulliken population analysis, quoted in units of e: number 1, Sn, carries 1.86; number 2, C, carries -0.82; number 3, C, carries -0.69; number 4, N, carries 0.04; number 5, C, carries -1.03; number 6, C, carries -0.33; number 7, N, carries 0.12; number 8, C, carries -0.81; number 9, C, carries -0.90; number 10, N, carries -0.42; number 11, H, carries 0.33; number 12, H, carries 0.44; number 13, H, carries 0.27; number 14, H, carries 0.42; number 15, H, carries 0.17; number 16, H, carries 0.54; number 17, H, carries 0.27; number 18, H, carries 0.03; number 19, H, carries 0.39; number 20, H, carries 0.03; number 21, H, carries 0.34; number 22, H, carries 0.44; number 23, H, carries 0.46; number 24, H, carries 0.39; number 25, H, carries 0.39; number 26, N, carries 0.06; number 27, P, carries 0.33; number 28, C, carries 0.46; number 29, C, carries -0.50; number 30, C, carries -0.88; number 31, C, carries -0.51; number 32, C, carries -0.73; number 33, C, carries -0.20; number 34, C, carries 0.67; number 35, C, carries -0.48; number 36, C, carries -0.65; number 37, C, carries -0.58; number 38, C, carries -0.70; number 39, C, carries -0.40; number 40, C, carries 0.10; number 41, C, carries -1.06; number 42, C, carries -0.45; number 43, C, carries -0.92; number 44, C, carries -0.27; number 45, N, carries 0.49; number 46, H, carries 0.32; number 47, H, carries 0.38; number 48, H, carries 0.42; number 49, H, carries 0.40; number 50, H, carries 0.43; number 51, H, carries 0.11; number 52, H, carries 0.28; number 53, H, carries 0.47; number 54, H, carries 0.41; number 55, H, carries 0.44; number 56, H, carries 0.34; number 57, H, carries 0.48; number 58, H, carries 0.43; number 59, H, carries 0.47; number 60, H, carries 0.30; number 61, I, carries -0.05; number 62, C, carries -1.64; number 63, H, carries 0.61; number 64, H, carries 0.67; number 65, Cl, carries 0.02; number 66, C, carries -0.57; number 67, Cl, carries -0.13; number 68, H, carries 0.40; number 69, H, carries 0.34; number 70, N, carries -0.03; number 71, C, carries -0.31; number 72, H, carries 0.28

No. 2
Here is a molecular structure, C4H7Br2NO from OMol25. Energies are from the ωB97M-V functional and the def2-TZVPD basis.

ΔE to the lowest compared entry with this formula, charge and spin, kcal per mole: 22.2
2S+1: 1
Charge: 0

```
15
Properties=species:S:1:pos:R:3:forces:R:3
C -1.3866 -0.8361 -0.0698 6.026 -3.023 0.754
C 0.1894 2.0166 -0.2408 0.252 -0.874 1.894
C 0.5373 -0.5345 -0.2272 -2.318 0.975 -2.356
C 0.8375 0.7865 0.4325 0.681 0.063 1.410
N -1.4267 -2.1696 0.0342 -0.591 -1.643 0.323
O -2.1279 0.0336 0.0551 -2.615 2.441 -0.117
Br 1.6508 -1.9642 0.3099 0.208 -0.758 0.647
Br 2.8526 1.1473 0.2765 -0.655 -0.082 0.331
H 0.7604 2.2483 -1.0869 1.388 0.906 -0.871
H -0.6914 1.6921 -0.7401 -1.512 0.131 0.501
H 0.1293 2.8382 0.5247 -0.291 -0.688 -1.235
H 0.7555 -0.5070 -1.3465 -0.567 0.352 1.409
H 0.6626 0.6888 1.5745 0.285 0.386 -1.964
H -0.5426 -2.6683 0.1527 -0.305 0.582 -0.325
H -2.2000 -2.7717 0.3511 0.014 1.232 -0.402
```
Positions in Å, forces in eV/Å.

Charges obtained by Mulliken population analysis, quoted in units of e: number 1, C, carries 0.64; number 2, C, carries -1.22; number 3, C, carries -0.53; number 4, C, carries -0.08; number 5, N, carries -0.27; number 6, O, carries -0.43; number 7, Br, carries -0.17; number 8, Br, carries -0.20; number 9, H, carries 0.47; number 10, H, carries 0.36; number 11, H, carries 0.27; number 12, H, carries 0.38; number 13, H, carries 0.40; number 14, H, carries 0.12; number 15, H, carries 0.27

| no. | HOMO-LUMO gap (eV) |
| --- | --- |
| 1 | 7.6 |
| 2 | 10.0 |